{"formula": "C22H24F3N2", "method": "ωB97M-V with the def2-TZVPD basis set", "homo_lumo_gap_ev": 4.91, "total_charge": 1, "relative_energy_kcal_mol": 56.7, "lumo_energy_ha": -0.22080, "symbols": ["F", "C", "F", "F", "C", "C", "C", "C", "C", "C", "C", "C", "C", "C", "C", "C", "C", "H", "H", "H", "H", "H", "H", "H", "H", "H", "H", "C", "C", "C", "C", "N", "C", "N", "C", "C", "C", "H", "H", "H", "H", "H", "H", "H", "H", "H", "H", "H", "H", "H", "H"], "xyz": [[-3.31566, 0.54162, -5.92323], [-3.55272, 1.22701, -4.76430], [-3.06903, 2.49585, -4.94410], [-4.91713, 1.34265, -4.63531], [-2.92558, 0.55500, -3.57594], [-2.53418, 1.34179, -2.49114], [-1.95453, 0.73241, -1.39398], [-1.71107, -0.67685, -1.33728], [-1.12335, -1.20141, -0.14988], [-1.11910, -2.53855, 0.33741], [-0.48148, -2.78590, 1.59447], [-0.31238, -4.06850, 2.09172], [-0.74443, -5.17323, 1.34040], [-1.43111, -4.96564, 0.13465], [-1.71621, -3.67308, -0.29967], [-2.06331, -1.42408, -2.50643], [-2.73750, -0.82881, -3.56476], [-2.70224, 2.41704, -2.49491], [-1.65449, 1.34120, -0.53757], [-0.68172, -0.45783, 0.51854], [-0.11967, -1.92017, 2.14976], [0.15301, -4.21599, 3.06853], [-0.57543, -6.18171, 1.71287], [-1.76227, -5.82608, -0.45336], [-2.39794, -3.52702, -1.13333], [-1.76275, -2.46892, -2.59528], [-3.11902, -1.43893, -4.38363], [0.22254, 2.85576, 1.67839], [1.46851, 2.38418, 2.39722], [2.34238, 3.55565, 2.81732], [1.17055, 1.53602, 3.62581], [2.21103, 1.55716, 1.44900], [1.73640, 1.12435, 0.27529], [2.80235, 0.53276, -0.32232], [2.85505, 0.15569, -1.71189], [3.88689, 0.46770, 0.55760], [3.50059, 1.10342, 1.68684], [-0.36944, 2.01101, 1.30721], [-0.38254, 3.44964, 2.37202], [0.50132, 3.48661, 0.82483], [3.25883, 3.22161, 3.31601], [2.60856, 4.17515, 1.95391], [1.76988, 4.16990, 3.52291], [2.10175, 1.23792, 4.12347], [0.57581, 2.12626, 4.33346], [0.60553, 0.63417, 3.36066], [1.93686, 0.51125, -2.19304], [3.73116, 0.62900, -2.18109], [2.93469, -0.93207, -1.84450], [4.83463, 0.04079, 0.29241], [4.02799, 1.34421, 2.59420]], "lowdin_charge": [0.131, -0.504, 0.130, 0.135, -0.075, 0.031, 0.037, -0.160, 0.137, -0.170, 0.016, -0.037, -0.007, -0.034, 0.015, 0.025, 0.028, 0.140, 0.115, 0.107, 0.120, 0.123, 0.125, 0.124, 0.107, 0.113, 0.139, -0.063, -0.602, -0.029, -0.028, -0.080, -0.044, -0.175, -0.053, -0.046, -0.053, 0.044, 0.095, 0.094, 0.080, 0.099, 0.097, 0.086, 0.094, 0.077, 0.080, 0.097, 0.086, 0.116, 0.116]}